No. 1
This record from OMol25 describes C32H80O30Tl as an isolated structure at a distorted geometry. The level of theory is ωB97M-V/def2-TZVPD.

The calculation puts the HOMO-LUMO gap at 0.11723 Ha. For the HOMO energy, the calculation gives -10.876 eV. The calculation puts the energy above the lowest of the compared OMol25 structures with the same formula, charge and spin at 0.980 eV. As for the charge: +1. For the total energy, the calculation gives -3696.3168 a.u.

```
143
Properties=species:S:1:pos:R:3:forces:R:3
Tl -3.630519 -6.268348 -21.549138 0.3 0.4 0.1
C -1.838748 -8.870243 -25.556332 -0.6 0.8 2.0
C -2.546349 -8.359894 -24.409543 -0.9 0.1 0.1
C -4.061311 -8.752025 -24.257885 0.8 0.2 0.2
O -4.701337 -8.378413 -23.291385 0.3 -0.3 -0.6
C -4.627625 -9.666028 -25.262068 0.5 0.9 1.4
C -3.860699 -10.181075 -26.319193 -0.6 -1.5 -3.9
C -2.427521 -9.669491 -26.522115 1.9 -2.0 -1.7
O -1.626776 -10.092036 -27.398238 -2.5 0.3 0.6
O -4.397164 -10.914394 -27.186028 1.4 1.5 2.0
O -2.004952 -7.628317 -23.593033 -0.6 -0.4 -0.1
H -0.766521 -8.707962 -25.577593 0.1 0.1 -0.2
H -5.669981 -9.946072 -25.157068 -0.1 -0.1 -0.1
C -1.779129 -12.639600 -29.510318 -0.9 0.0 0.5
C -2.009556 -14.016135 -30.131814 1.6 -0.3 0.1
O -3.074819 -14.751294 -29.583027 -0.9 0.8 0.1
O -2.913249 -11.800961 -29.680381 0.2 -0.3 -0.4
H -0.897951 -12.160823 -29.946499 0.2 -0.3 -0.2
H -1.609691 -12.717301 -28.431165 0.2 -0.3 0.1
H -1.101456 -14.602469 -29.953227 0.3 0.3 0.1
H -1.998629 -13.904930 -31.219641 -0.8 0.0 -0.1
H -2.880165 -15.683465 -29.484614 0.4 0.1 -0.2
H -2.746665 -11.013759 -29.152846 -0.2 0.0 0.0
C -7.791942 -7.086890 -27.718501 -0.8 -0.7 0.0
C -6.305075 -7.199850 -27.562568 0.6 0.4 0.2
O -5.628420 -7.540057 -28.756184 0.2 -0.1 0.0
O -8.327153 -6.668313 -26.462973 0.0 -0.1 -0.3
H -8.238835 -8.046863 -27.991102 0.3 -0.2 -0.1
H -8.069930 -6.418306 -28.538188 0.2 0.4 0.1
H -6.005741 -7.973007 -26.850281 -0.4 -0.2 0.1
H -5.958764 -6.269902 -27.101162 0.2 0.1 -0.3
H -5.515513 -6.796802 -29.355895 -0.2 0.1 0.1
H -9.168977 -7.123655 -26.378656 -0.1 0.2 0.3
C -2.282302 -1.979881 -24.266489 -0.1 1.0 0.2
C -1.536642 -2.989698 -23.400106 -0.2 -0.1 -0.7
O -2.085859 -4.288997 -23.381914 -0.4 -0.1 0.1
O -3.575173 -1.658155 -23.740887 0.1 -0.5 0.1
H -2.364916 -2.229108 -25.327325 0.0 -0.7 0.1
H -1.707506 -1.047348 -24.265048 0.4 -0.1 0.1
H -1.510668 -2.633829 -22.370125 0.0 0.1 0.0
H -0.520482 -3.057946 -23.799915 0.2 0.2 0.2
H -1.791271 -4.763720 -24.181383 -0.1 0.4 0.2
H -3.835980 -0.813786 -24.116314 -0.1 0.0 0.0
C -6.632446 -4.783091 -23.253599 -1.9 -1.1 0.7
C -6.023032 -5.537397 -24.428040 0.8 0.4 0.7
O -4.590809 -5.564965 -24.283830 -0.2 -0.1 -0.6
O -6.550732 -5.600968 -22.057550 0.8 0.2 -0.1
H -7.715945 -4.698184 -23.381434 0.0 0.2 -0.8
H -6.316806 -3.765790 -23.022716 0.8 -0.1 -0.4
H -6.371850 -5.114996 -25.370647 0.3 0.2 0.0
H -6.283683 -6.595503 -24.440275 -0.7 0.2 0.3
H -4.201730 -4.963084 -24.932120 0.1 0.3 0.2
H -7.430423 -5.662889 -21.681699 0.0 -0.1 0.1
C -7.058948 -10.862713 -22.533825 1.3 -0.2 -0.3
C -6.236869 -10.760544 -21.248795 -0.4 -0.2 -0.4
O -7.012482 -10.304544 -20.147461 0.4 -0.3 -0.2
O -7.274285 -9.624493 -23.156404 -1.2 0.5 -0.3
H -7.999138 -11.377747 -22.336456 -0.2 0.4 -0.1
H -6.512872 -11.487648 -23.253937 0.1 -0.4 0.2
H -5.413016 -10.065738 -21.419220 -0.1 0.2 0.2
H -5.798033 -11.746199 -21.064955 0.0 -0.1 0.2
H -7.523289 -11.072010 -19.871822 -0.2 0.2 0.2
H -6.449564 -9.169343 -23.357794 0.1 -0.1 0.6
C -0.622612 -4.453268 -19.669739 0.4 -1.5 0.9
C 0.023956 -5.149322 -20.890609 -0.4 1.3 -0.3
O -0.540610 -6.391402 -21.303766 0.0 0.4 0.8
O -2.011442 -4.300674 -19.887725 -0.4 0.2 -0.4
H -0.137842 -3.529327 -19.346512 0.1 0.3 -0.9
H -0.484879 -5.053047 -18.761303 -0.1 -0.5 -0.1
H 1.101249 -5.258251 -20.759198 0.0 0.1 0.3
H -0.140474 -4.429664 -21.695124 0.2 -0.1 -0.3
H 0.221247 -6.993480 -21.331813 -0.2 -0.2 0.1
H -2.325471 -3.453126 -19.564253 0.1 0.0 0.0
C -1.964205 -8.378701 -18.825942 -0.4 -0.9 -0.2
C -2.678242 -9.493940 -19.579843 1.7 -1.0 0.2
O -2.755829 -9.109044 -20.932077 -0.4 0.4 -0.8
O -2.746588 -7.202640 -18.883726 0.3 0.1 0.6
H -0.977544 -8.223345 -19.267753 -0.2 0.3 -0.5
H -1.703722 -8.757096 -17.833750 -0.6 0.3 0.3
H -3.617571 -9.904353 -19.203096 -0.2 0.7 0.3
H -1.974437 -10.336196 -19.534310 0.0 -0.2 0.2
H -2.863714 -9.892809 -21.476436 -0.1 0.0 0.0
H -2.965726 -6.941976 -17.984819 -0.1 0.2 -0.1
C -5.835627 -9.592522 -31.204787 0.5 -0.9 1.7
C -4.487993 -9.144081 -31.727476 0.0 1.0 -1.3
O -3.772217 -10.154012 -32.446286 -0.5 0.3 0.5
O -5.680363 -10.237289 -29.922780 0.0 -0.2 -0.5
H -6.290665 -10.331727 -31.863199 0.1 0.1 -0.1
H -6.552531 -8.791455 -31.015526 0.2 0.4 -0.6
H -3.855448 -8.679315 -30.965458 -0.2 -0.5 0.6
H -4.658002 -8.301477 -32.411406 -0.2 0.0 -0.2
H -3.066981 -9.677561 -32.894142 0.1 -0.2 -0.1
H -5.639642 -9.535684 -29.266955 0.0 0.1 -0.1
C 2.498546 -8.263143 -22.240689 0.2 -0.3 1.2
C 1.676437 -8.585032 -23.479938 -0.9 1.3 1.4
O 0.846975 -7.459077 -23.793872 0.7 0.2 -0.9
O 1.718284 -8.009305 -21.042800 -0.3 -0.2 -0.5
H 3.126481 -7.374075 -22.292943 0.0 -0.1 -0.7
H 3.117571 -9.117243 -21.955278 0.4 0.0 -0.6
H 0.941680 -9.349201 -23.219595 0.7 -0.9 -0.3
H 2.379816 -8.813932 -24.278169 -0.4 -0.2 -0.3
H -0.053069 -7.604194 -23.487845 0.0 0.1 0.3
H 1.663988 -8.849719 -20.580775 -0.2 0.1 0.2
C -0.135015 -8.821313 -30.965163 0.6 0.6 0.2
C -1.031513 -7.787563 -30.275076 -0.2 0.5 -1.8
O -0.686235 -6.429648 -30.621044 0.4 -0.7 0.8
O 0.026137 -8.693352 -32.365447 -0.8 0.0 -0.1
H -0.528199 -9.811204 -30.727341 0.1 -0.1 0.0
H 0.868080 -8.682803 -30.548843 0.0 -0.4 0.5
H -0.999421 -8.014721 -29.206739 -0.1 0.2 0.2
H -2.045102 -7.835683 -30.673841 -0.1 -0.4 0.4
H 0.256186 -6.340889 -30.437761 0.0 0.3 -0.1
H 0.884464 -8.314673 -32.559447 0.0 0.1 0.0
C -2.962878 -5.556939 -27.136443 0.5 -0.1 -0.6
C -1.422945 -5.627004 -26.898174 -1.4 -0.1 -0.8
O -1.139472 -5.623113 -25.516930 0.2 0.0 -0.3
O -3.518741 -4.347831 -26.680517 -0.3 0.3 0.9
H -3.418089 -6.403831 -26.616106 -0.1 0.2 0.4
H -3.347298 -5.632930 -28.158398 1.0 -0.6 -0.4
H -0.915812 -4.769851 -27.339464 0.0 0.0 0.0
H -1.070999 -6.534017 -27.397290 0.3 0.0 0.0
H -1.326047 -6.486216 -25.139751 0.2 0.0 0.2
H -3.289646 -3.666477 -27.318212 -0.1 0.1 0.1
C -9.038486 -10.973577 -27.734684 0.8 -0.3 0.1
C -8.077599 -11.142780 -26.525977 -1.0 0.0 -0.7
O -7.516859 -12.431272 -26.488937 0.2 -0.1 0.4
O -8.266824 -11.210768 -28.902469 -0.1 0.5 0.2
H -9.467750 -9.966633 -27.685666 0.0 0.2 -0.1
H -9.870758 -11.681995 -27.761678 -0.1 -0.1 0.7
H -8.602126 -10.889509 -25.599612 -0.1 0.0 0.1
H -7.255866 -10.433179 -26.629593 0.1 0.0 -0.3
H -8.135430 -13.013169 -26.038529 0.0 -0.1 -0.1
H -8.809897 -11.021174 -29.672595 0.0 -0.1 -0.1
C 3.403150 -9.430719 -27.210221 0.1 0.2 0.1
C 1.915253 -9.216311 -27.284418 -0.9 -0.1 -0.4
O 1.171770 -10.279512 -26.645569 0.7 0.5 -0.2
O 3.746417 -10.464599 -28.119776 -0.3 -0.2 0.3
H 3.658918 -9.609883 -26.161907 0.2 -0.5 0.0
H 3.952151 -8.537807 -27.519819 -0.3 0.4 0.1
H 1.666763 -9.133937 -28.346923 -0.1 -0.4 -0.1
H 1.561164 -8.272020 -26.861067 0.6 0.3 0.3
H 0.266779 -10.206933 -26.969871 0.0 -0.2 -0.2
H 4.640323 -10.778357 -27.961111 0.0 0.1 0.1
```
Forces are in eV/Å.

No. 2
This record from OMol25 describes a 7-piece molecular cluster, C32H83N5O12 overall at a distorted geometry. The level of theory is ωB97M-V/def2-TZVPD.

The calculation puts the HOMO-LUMO gap at 0.33769 Ha. For the HOMO energy, the calculation gives -8.535 eV. As for the structure (SMILES): COCCNCCOC.COCCNCCOC.COCCNCCOC.COCCNCCOC.COCCNCCOC.CO.CO. The calculation puts the energy above the lowest of the compared OMol25 structures with the same formula, charge and spin at 0.000 eV. For the total energy, the calculation gives -2445.4031 a.u.

```
132
Properties=species:S:1:pos:R:3:forces:R:3
C 4.993952 4.421079 -1.979326 -0.3 1.3 -0.9
O 3.641754 4.040445 -1.863131 0.5 0.4 0.4
C 3.631630 2.658099 -1.679161 -0.3 -1.3 0.0
C 2.244731 2.127793 -1.315795 -0.4 0.4 -0.6
N 1.847009 2.362526 0.062744 -0.6 0.4 -0.1
C 1.788852 3.785555 0.442951 -0.2 -0.8 1.0
C 1.459567 3.943874 1.935912 -1.7 0.5 -1.4
O 2.478770 3.426632 2.711402 0.6 -0.2 -0.4
C 2.190605 3.367275 4.074260 0.4 1.0 0.5
H 5.428418 3.932381 -2.839766 0.4 -0.4 -0.2
H 5.629907 4.303726 -1.116954 -0.1 -0.7 0.7
H 5.034454 5.482811 -2.177716 -0.3 0.4 -0.2
H 4.321818 2.398890 -0.859247 0.0 -0.1 -0.1
H 4.000244 2.173440 -2.606781 -0.1 0.0 0.3
H 2.194608 1.041901 -1.546124 0.1 0.6 0.2
H 1.481619 2.634668 -1.948286 0.5 -0.4 0.1
H 2.455978 1.847359 0.673043 0.5 0.0 0.4
H 1.003305 4.275163 -0.154603 0.4 0.0 0.2
H 2.733696 4.310519 0.328066 0.2 0.1 -0.5
H 0.492951 3.443703 2.173339 0.4 0.1 -0.1
H 1.297183 5.043227 2.041064 0.2 -0.4 0.6
H 1.914330 4.381151 4.457650 -0.2 -0.7 -0.2
H 3.150024 3.147439 4.533626 -0.1 -0.4 0.4
H 1.428522 2.613905 4.307797 0.0 0.2 0.0
C 2.449387 -0.616540 1.404704 1.3 0.1 0.0
O 3.616133 0.224319 1.210574 -0.3 0.1 0.0
C 4.398594 0.541450 2.376316 -0.7 -0.4 -0.3
C 5.448529 1.579739 2.028056 -1.1 -0.6 -0.5
N 6.258105 1.077787 0.963228 0.4 -0.1 -0.1
C 7.403552 1.899268 0.741677 0.8 -0.2 -0.9
C 8.135357 1.465599 -0.519779 0.1 0.4 0.5
O 7.208835 1.535081 -1.590366 0.8 0.4 -0.7
C 7.875886 1.351503 -2.843323 -0.4 -0.4 0.1
H 2.754828 -1.614050 1.776720 -0.1 0.3 -0.3
H 2.005392 -0.672578 0.400610 0.0 -0.2 0.4
H 1.730885 -0.205771 2.112572 0.0 0.3 0.0
H 4.821102 -0.396091 2.747390 0.2 0.1 0.2
H 3.735969 0.985646 3.096525 -0.4 0.0 0.7
H 6.118870 1.743293 2.863022 -0.1 0.0 0.5
H 4.905306 2.530815 1.833265 0.3 -0.2 -0.1
H 5.772523 0.809548 0.113254 -0.1 0.4 0.2
H 8.082621 1.836189 1.604457 -0.1 0.0 -0.1
H 7.202129 2.963854 0.575015 -0.4 0.2 0.2
H 8.569435 0.466104 -0.429949 -0.2 -0.2 0.0
H 8.969283 2.162742 -0.669626 0.0 0.0 -0.2
H 8.546039 2.175138 -3.193869 -0.3 -0.5 0.8
H 7.115171 1.222029 -3.602622 -0.3 0.1 -0.1
H 8.389721 0.389389 -2.785195 0.5 0.1 -0.2
C -7.639207 -2.800207 2.209786 0.0 -0.4 0.5
O -7.146643 -1.562464 1.797003 0.6 0.8 -1.3
C -5.774928 -1.518035 1.332766 -0.7 0.2 1.6
C -5.281496 -0.075670 1.377993 -0.1 0.1 0.4
N -4.977709 0.554004 2.670042 -0.4 -0.6 0.0
C -3.686909 0.104747 3.171006 -0.3 -0.3 0.1
C -3.544683 0.404575 4.655232 0.1 0.1 -0.6
O -4.642334 -0.156991 5.355587 -0.1 -0.1 -0.3
C -4.680268 0.110785 6.735161 1.0 0.6 0.1
H -7.108224 -3.050999 3.125030 -0.2 -0.4 0.4
H -7.528285 -3.653894 1.527748 0.2 0.4 -0.4
H -8.717626 -2.707619 2.400999 0.4 0.2 0.1
H -5.653797 -1.845076 0.312964 -0.3 -0.5 -0.5
H -5.169838 -2.153533 1.993995 0.0 0.0 -0.1
H -6.045267 0.532487 0.892553 0.1 0.0 -0.3
H -4.341479 -0.092640 0.805036 -0.3 0.4 -0.1
H -5.721581 0.413827 3.370300 0.5 -0.2 -0.6
H -2.914752 0.625719 2.581551 0.0 -0.1 0.4
H -3.511038 -0.981815 3.019149 -0.2 0.2 0.1
H -3.514762 1.496912 4.747360 0.0 0.0 0.4
H -2.589692 -0.038357 4.958945 0.0 0.2 0.4
H -3.782558 -0.281447 7.240756 -0.3 -0.3 0.0
H -5.589672 -0.290904 7.160807 -0.1 -0.3 -0.1
H -4.650644 1.187832 6.947422 -0.2 0.1 -0.2
C -1.962351 4.116510 0.644676 0.4 -0.1 -0.8
O -3.245417 4.518375 0.198649 0.6 0.2 0.4
C -4.141838 3.441428 0.256954 -1.1 -0.1 -0.4
C -4.027203 2.483065 -0.912086 0.5 -0.4 0.7
N -4.318618 3.064661 -2.190320 -0.2 0.3 0.1
C -3.894893 2.296562 -3.309401 -0.3 0.8 -2.1
C -4.467058 0.929538 -3.338317 -0.5 -0.6 -0.1
O -3.824178 0.140748 -2.348827 0.6 0.4 -0.5
C -4.343731 -1.136585 -2.373639 -1.1 -0.7 -0.1
H -1.572286 3.348299 -0.043226 0.2 0.1 0.3
H -1.980343 3.683355 1.652262 -0.1 0.2 0.0
H -1.280488 4.975932 0.593271 -0.3 -0.1 0.2
H -5.138747 3.878103 0.256556 -0.2 0.1 -0.1
H -4.071378 2.883676 1.194604 0.3 -0.1 0.1
H -4.734763 1.671847 -0.762172 0.0 -0.1 0.3
H -3.027439 2.019545 -0.890846 -0.1 0.0 0.0
H -3.948422 3.983481 -2.286244 0.3 0.8 0.3
H -2.829473 2.200598 -3.535772 0.6 0.0 0.8
H -4.226159 2.848104 -4.223828 -0.2 -0.5 0.5
H -4.299775 0.461071 -4.326434 -0.1 0.2 0.2
H -5.563882 0.954307 -3.140965 0.5 0.0 -0.1
H -3.940118 -1.718126 -1.556529 0.2 -0.1 0.2
H -4.201030 -1.686535 -3.318548 0.3 0.2 0.0
H -5.431353 -1.031602 -2.271105 -0.2 -0.5 0.3
C 0.090401 -9.400981 -3.377000 0.5 -0.4 -0.8
O 0.290312 -8.029380 -3.123982 0.1 0.4 0.1
C 1.620535 -7.513926 -3.391032 -0.6 -1.4 -0.1
C 1.564105 -5.994751 -3.320381 -0.4 -1.0 -1.6
N 1.163983 -5.555257 -2.036231 -0.7 0.5 1.0
C 0.966622 -4.126045 -1.908029 0.4 0.2 0.1
C 0.479533 -3.764836 -0.498835 0.5 -0.3 -0.8
O -0.913492 -3.989109 -0.334453 0.3 -0.3 0.0
C -1.332338 -3.901740 1.014695 0.0 1.0 0.1
H 0.055767 -9.654200 -4.472989 -0.1 0.4 0.7
H -0.825691 -9.754824 -2.906016 -0.2 0.4 -0.1
H 0.879710 -10.030189 -2.959101 0.3 0.1 0.1
H 1.886052 -7.863421 -4.401987 0.2 0.3 0.1
H 2.320759 -8.007626 -2.683781 -0.2 0.6 -0.1
H 0.881557 -5.703287 -4.159263 0.1 0.1 0.5
H 2.531683 -5.587252 -3.630426 0.1 0.0 0.4
H 0.307444 -5.979124 -1.709592 -0.1 -0.6 -0.4
H 0.303586 -3.650682 -2.669735 0.2 -0.4 0.3
H 1.981893 -3.719923 -2.050958 -0.4 0.5 0.2
H 0.759533 -2.716911 -0.392492 -0.3 0.3 0.6
H 1.059327 -4.389136 0.190771 -0.1 0.2 0.2
H -2.409625 -4.055437 1.073159 0.0 0.0 -0.3
H -1.104034 -2.895444 1.406007 -0.1 -0.1 0.0
H -0.866918 -4.596416 1.707083 0.4 -0.5 -0.2
C -0.188352 0.291639 -3.079842 -0.4 0.2 -0.4
O 0.707379 0.653808 -4.104698 0.2 0.5 -0.6
H 0.391637 -0.327454 -2.415272 -0.1 -0.3 0.4
H -0.592272 1.163201 -2.555245 0.2 0.0 0.2
H -1.040461 -0.246348 -3.503141 0.0 -0.3 0.3
H 0.244456 1.257546 -4.699443 0.2 -0.1 0.1
C -1.068132 -0.095172 0.365754 0.1 0.3 0.1
O -0.365484 0.813539 1.207656 -0.7 -0.3 0.1
H -0.381389 -0.783226 -0.130599 0.1 0.0 -0.2
H -1.689318 -0.705895 1.024126 -0.2 0.1 -0.2
H -1.695295 0.404163 -0.405142 0.3 -0.3 0.5
H 0.313279 1.288476 0.704889 0.3 0.4 -0.3
```
Forces are in eV/Å.